# 1
This record from OMol25 describes a structure of composition C17H24BaN7S3. The level of theory is ωB97M-V/def2-TZVPD.

Each line ends with the Mulliken charge.
Element x y z (Å)
Ba: -0.96495 -1.08246 -0.10165  1.57
N: -2.97136 0.27628 3.09738  -0.27
C: -2.09512 -0.67542 3.47347  0.50
N: -1.28679 -1.31121 2.65244  0.04
C: -0.51464 -2.22623 3.36239  -0.12
C: -0.73665 -2.26374 4.69592  -0.54
S: -1.94994 -1.12503 5.13553  -0.21
C: 0.46015 -3.07846 2.67016  0.17
C: 1.21423 -4.02249 3.28255  -0.55
S: 2.25489 -4.78687 2.14946  -0.18
C: 1.60236 -3.78367 0.91327  0.43
N: 0.66777 -2.95372 1.30125  0.00
N: 2.02102 -3.89642 -0.38370  -0.43
H: -3.05285 0.56330 2.12771  -0.17
H: -3.67011 0.60153 3.74057  0.19
H: -0.26817 -2.88713 5.43652  0.38
H: 1.21678 -4.31101 4.31855  0.37
H: 2.85344 -4.44032 -0.54509  0.26
H: 2.00182 -3.04291 -0.91943  0.12
C: -0.89406 -1.06664 -3.92339  -1.12
N: -0.00471 -0.64451 -2.84485  0.38
C: 1.18317 -1.48907 -2.82726  -1.28
C: 0.38828 0.76187 -3.02797  -1.21
C: 1.07754 1.35476 -1.81141  0.91
C: 2.00191 2.37569 -2.01713  -0.66
C: 2.64758 2.96317 -0.93591  -0.63
C: 2.38568 2.49658 0.34631  -0.76
C: 1.45673 1.47521 0.52058  -0.59
C: 0.75294 0.87136 -0.53199  -0.40
H: -0.43194 -0.94844 -4.91318  0.36
H: -1.81126 -0.47678 -3.90140  0.29
H: -1.15566 -2.12006 -3.80335  0.35
H: 1.74516 -1.43328 -3.77027  0.29
H: 0.89373 -2.53503 -2.68704  0.47
H: 1.84705 -1.15905 -2.02399  0.42
H: -0.52625 1.31844 -3.25083  0.38
H: 1.03013 0.85124 -3.91889  0.38
H: 2.23942 2.70807 -3.02321  0.41
H: 3.37239 3.75105 -1.09631  0.41
H: 2.91422 2.91722 1.19383  0.42
H: 1.29539 1.12836 1.54330  0.37
C: -1.32033 2.91385 1.64747  -0.82
N: -1.38823 3.19261 0.22653  -0.13
C: -2.15662 2.52922 -0.62493  0.47
N: -2.13017 2.90307 -1.91341  -0.33
S: -3.20387 1.25421 -0.16553  -0.49
H: -0.65943 3.64645 2.10281  0.34
H: -0.91739 1.91877 1.83720  0.15
H: -2.31040 2.99927 2.09051  0.35
H: -0.64953 3.76385 -0.15872  0.27
H: -1.65025 3.73672 -2.21229  0.20
H: -2.80311 2.48780 -2.53262  0.23

Summary:
Net charge: +1
Lowest unoccupied orbital energy, eV: -2.363
Gap between HOMO and LUMO, eV: 7.717
HOMO, eV: -10.080

***

# 2
This record from OMol25 describes the ion C3H4NO2S with charge -1 in a non-equilibrium geometry. The level of theory is ωB97M-V/def2-TZVPD.

Each line ends with the Mulliken charge.
Element x y z (Å)
C: 0.80851 -0.05340 0.75948  -0.30
C: 1.18455 -0.52194 -0.41913  -0.57
C: -1.26328 0.19462 -0.27088  -0.58
N: -0.42459 0.47871 0.87788  0.32
O: -0.93225 0.67907 2.09932  -0.86
O: -0.54699 -2.13145 -1.74780  -0.62
S: -0.18318 -0.71225 -1.54041  0.20
H: 1.46123 0.07523 1.57971  0.43
H: 2.18174 -0.68480 -0.79378  0.36
H: -2.28307 -0.24848 -0.05452  0.34
H: -1.22386 1.23252 -0.78929  0.29

Summary:
Net charge: -1
Lowest unoccupied orbital energy, eV: 3.666
Gap between HOMO and LUMO, eV: 5.740
HOMO, eV: -2.075

***

# 3
This record from OMol25 describes a structure of composition C26H25Cl4GeMoN5S3. The level of theory is ωB97M-V/def2-TZVPD.

Each line ends with the Mulliken charge.
Element x y z (Å)
Mo: -0.28946 -0.39581 -0.12692  -0.29
C: 1.19740 1.30763 2.06787  -1.17
N: 0.43009 0.04187 2.02111  1.97
C: -0.80239 0.17111 2.84138  -0.98
C: -1.82189 1.00537 2.10448  -1.29
N: -2.11984 0.36318 0.79590  1.13
C: -2.14049 1.29945 -0.30778  -0.74
C: -3.28241 -0.50812 0.85766  -1.22
C: -4.57518 -0.01312 0.92692  -0.49
C: -5.63184 -0.90686 1.00566  -0.90
C: -5.37599 -2.27360 1.02701  -0.63
C: -4.08001 -2.75719 0.95605  -0.79
C: -3.00667 -1.86956 0.86251  1.15
S: -1.32881 -2.38589 0.71433  -0.15
C: 1.29689 -1.00403 2.58997  -0.76
C: 1.63860 -0.96514 3.93737  -0.57
C: 2.49091 -1.91480 4.47198  -0.99
C: 3.00941 -2.90689 3.65059  -0.66
C: 2.68217 -2.93948 2.30977  -0.78
C: 1.82833 -1.98229 1.75583  1.31
S: 1.47818 -2.02363 0.04000  -0.39
H: 1.31883 1.65307 3.09871  0.35
H: 0.70124 2.08483 1.48554  0.10
H: 2.18452 1.11677 1.65374  0.37
H: -0.57838 0.63147 3.80801  0.54
H: -1.19088 -0.83285 3.01499  0.55
H: -1.44322 2.01031 1.91157  0.61
H: -2.74134 1.09100 2.68698  0.45
H: -2.33601 2.33383 -0.01814  0.66
H: -2.82078 0.98238 -1.09434  0.50
H: -1.10632 1.37445 -0.75281  0.19
H: -4.75833 1.05499 0.91474  0.49
H: -6.64788 -0.54112 1.05084  0.43
H: -6.20061 -2.97017 1.09382  0.41
H: -3.88948 -3.82193 0.96155  0.49
H: 1.24687 -0.19026 4.58251  0.31
H: 2.74901 -1.87879 5.52038  0.41
H: 3.67481 -3.65525 4.05862  0.39
H: 3.08266 -3.71112 1.66589  0.49
N: 2.17605 -0.22613 -3.61174  0.03
C: 3.04338 0.64612 -2.97588  1.20
C: 4.28388 1.14164 -3.35377  -1.24
C: 4.88511 2.02344 -2.47895  -0.55
C: 4.25972 2.40061 -1.28229  -1.08
C: 3.02865 1.89963 -0.91479  -0.44
C: 2.41331 0.99215 -1.77447  -0.64
N: 1.19253 0.32922 -1.70118  1.59
C: 1.09920 -0.37214 -2.81633  0.28
C: -0.09551 -1.13647 -3.10583  -1.44
C: -0.50931 -1.74830 -4.24700  -0.42
S: -2.10341 -2.32300 -4.04300  -0.15
C: -2.12454 -1.70902 -2.44979  -0.21
N: -1.01623 -1.12940 -2.08462  0.84
H: 2.32361 -0.67843 -4.49801  0.25
H: 4.75432 0.85174 -4.28266  0.46
H: 5.85243 2.43848 -2.72383  0.43
H: 4.74936 3.11703 -0.63761  0.47
H: 2.54283 2.24335 -0.01735  0.31
H: 0.01583 -1.86888 -5.17878  0.41
H: -2.97504 -1.82697 -1.79497  0.30
Cl: -1.34630 5.34061 -3.35399  -0.26
Ge: -0.06633 3.72721 -2.89320  0.91
Cl: 1.81758 4.04870 -3.73595  -0.20
Cl: 0.15326 3.73057 -0.75576  -0.20
Cl: -1.19608 2.01443 -3.43252  -0.20

Summary:
Expectation value of S²: 0.756
Net charge: +1
Lowest unoccupied orbital energy (alpha / beta), eV: -3.063 / -3.061
Spin multiplicity: 2
Gap between HOMO and LUMO (alpha / beta), eV: 6.300 / 6.323
HOMO (alpha / beta), eV: -9.363 / -9.385

***

# 4
This record from OMol25 describes a cluster of 2 separate species, CH2IOP in total in a non-equilibrium geometry. The level of theory is ωB97M-V/def2-TZVPD.

Each line ends with the Mulliken charge.
Element x y z (Å)
C: -0.51291 1.55969 -0.24612  -0.04
O: -0.96867 0.53456 -0.67257  -0.35
P: 0.75372 -3.05159 1.73157  -0.07
I: 1.30092 -3.41781 -0.51035  0.07
H: 0.65864 1.86434 -0.10504  0.19
H: -1.23170 2.51080 -0.19748  0.20

Summary:
Net charge: 0
Lowest unoccupied orbital energy (alpha / beta), eV: -1.417 / -1.435
Gap between HOMO and LUMO (alpha / beta), eV: 6.695 / 6.669
HOMO (alpha / beta), eV: -8.113 / -8.103

***

# 5
This record from OMol25 describes an isolated molecule of C26H30F2O3 in a non-equilibrium geometry. The level of theory is ωB97M-V/def2-TZVPD.

Each line ends with the Mulliken charge.
Element x y z (Å)
C: 3.13069 0.08976 3.77071  -1.35
C: 2.05286 1.02000 3.29328  -0.27
O: 1.01293 0.26135 2.59359  -0.20
C: 0.24064 1.00024 1.70500  -0.88
C: -0.70426 0.08207 0.91632  2.27
C: -1.78557 1.06535 0.41155  -0.06
O: -1.88265 1.46491 -0.72202  -0.55
C: -2.75949 1.68391 1.50938  -0.58
C: -4.15585 1.07465 1.51346  -0.75
C: -4.36393 -0.33729 2.06298  -0.79
C: -3.65404 -1.38611 1.19668  -0.54
C: -2.33740 -1.87317 1.81435  -1.64
C: -1.28017 -0.79332 2.11480  -0.70
O: 0.33070 2.17171 1.47739  -0.55
H: 3.91535 0.70866 4.20543  0.42
H: 2.78893 -0.59864 4.54262  0.35
H: 3.57599 -0.49340 2.96677  0.31
H: 1.59039 1.55389 4.13878  0.35
H: 2.45655 1.74942 2.58321  0.38
H: -2.28178 1.78252 2.50868  0.32
H: -2.92110 2.70977 1.12036  0.40
H: -4.79879 1.77526 2.06109  0.44
H: -4.49275 1.06307 0.46784  0.30
H: -4.06430 -0.41616 3.11964  0.34
H: -5.45511 -0.49511 1.99770  0.33
H: -4.32652 -2.24938 1.09100  0.56
H: -3.48416 -1.00914 0.17648  0.30
H: -2.56057 -2.36774 2.77850  0.51
H: -1.87353 -2.63848 1.16898  0.52
H: -0.44798 -1.35789 2.58523  0.32
H: -1.62615 -0.06731 2.91424  0.46
C: -0.70677 -4.29316 -4.36473  -1.54
C: -0.51046 -3.17589 -3.39184  0.46
C: 0.37351 -2.13549 -3.63158  0.15
F: 1.02070 -2.14576 -4.83668  -0.39
C: 0.61970 -1.05665 -2.80135  -0.84
C: 0.05969 -0.99739 -1.49751  0.52
C: 0.55127 -0.26002 -0.26599  0.62
C: 1.51008 0.89527 -0.62200  0.27
C: 1.27588 1.74478 -1.73967  -0.80
C: 2.26023 2.61807 -2.24876  0.09
F: 1.97508 3.42847 -3.33455  -0.39
C: 3.53514 2.76748 -1.68939  0.81
C: 4.54000 3.76631 -2.21611  -1.40
C: 3.75157 1.98884 -0.54064  -0.93
C: 2.77102 1.13367 -0.00940  -0.20
C: -0.93861 -1.95903 -1.27356  0.08
C: -1.19107 -3.03772 -2.14665  -1.18
H: -1.44905 -5.00171 -4.01102  0.38
H: -1.03128 -3.98212 -5.36575  0.31
H: 0.21983 -4.85598 -4.51133  0.32
H: 1.27422 -0.25489 -3.13918  0.54
H: 1.13274 -1.02759 0.41706  0.45
H: 0.35006 1.67978 -2.31576  0.75
H: 5.42129 3.81001 -1.56632  0.37
H: 4.89516 3.51832 -3.22437  0.30
H: 4.12421 4.78352 -2.27182  0.30
H: 4.74435 2.07968 -0.06168  0.27
H: 3.06528 0.51913 0.85138  0.59
H: -1.57728 -1.91577 -0.37641  -0.25
H: -1.90540 -3.80750 -1.89839  0.35

Summary:
Net charge: 0
Lowest unoccupied orbital energy, eV: 0.624
Structure (SMILES): CCOC(=O)[C@@]1(C(c2ccc(C)c(F)c2)c2ccc(C)c(F)c2)CCCCCCC1=O
Gap between HOMO and LUMO, eV: 9.218
HOMO, eV: -8.594

***

# 6
This record from OMol25 describes a cluster of 2 separate species, C2H4OSi in total in a non-equilibrium geometry. The level of theory is ωB97M-V/def2-TZVPD.

Each line ends with the Mulliken charge.
Element x y z (Å)
C: 2.84555 0.08314 -0.20196  0.01
C: 1.89080 -0.09868 0.50387  -0.31
O: -0.72297 -0.40987 1.17317  -0.21
Si: -1.69179 0.09169 0.05607  0.38
H: 3.87740 0.35173 -0.39252  0.31
H: -3.00523 0.12770 0.81232  -0.03
H: -2.01548 -1.15840 -1.12015  -0.05
H: -1.17827 1.01269 -0.83081  -0.10

Summary:
Net charge: 0
Lowest unoccupied orbital energy (alpha / beta), eV: -3.250 / -2.634
Gap between HOMO and LUMO (alpha / beta), eV: 7.313 / 8.209
HOMO (alpha / beta), eV: -10.563 / -10.843

***

Energy above the lowest of the compared OMol25 structures with the same formula, charge and spin for every record listed, in sequence, given in kJ/mol: 0.0, 386.1, 33.0, 245.2, 0.0, 654.1.
Molar mass for every record listed, in sequence, given in g mol⁻¹: 559.96, 118.14, 814.08, 187.90, 428.52, 72.14.